Record 1
A cluster of 2 separate species, C6H9N2O2 in total. Source: the OMol25 dataset; level of theory: ωB97M-V/def2-TZVPD.

Structure (XYZ):
```
19
Properties=species:S:1:pos:R:3:forces:R:3:nbo_charge:R:1
C 2.788 -1.661 2.900 1.52 3.31 1.80 -0.721
C 2.076 -1.334 1.628 -3.10 -1.34 2.27 0.761
O 0.796 -1.493 1.622 0.15 0.47 -0.27 -0.833
O 2.751 -0.923 0.749 2.35 1.75 -3.92 -0.714
H 2.791 -2.676 3.182 0.31 -1.26 0.15 0.207
H 2.294 -1.095 3.729 -0.03 -0.60 -0.44 0.201
H 3.824 -1.111 2.871 -1.53 -1.72 -0.07 0.197
C -1.811 1.893 -3.204 -0.42 2.06 2.12 -0.648
C -2.006 0.589 0.100 -2.69 -1.39 -1.41 0.155
C -0.411 0.738 -1.278 -0.71 -0.73 -1.84 -0.147
C -1.569 1.188 -1.888 -0.79 0.87 0.38 0.068
N -0.799 0.118 -0.118 3.97 1.20 0.47 -0.527
N -2.668 1.105 -1.014 3.40 -0.75 2.22 -0.523
H -0.003 -0.441 0.518 -1.95 0.67 -0.41 0.499
H -2.364 0.243 1.024 -1.60 0.07 0.99 0.173
H 0.613 0.814 -1.585 0.18 -0.42 -0.22 0.211
H -1.127 1.567 -3.953 -0.19 -0.37 -1.02 0.211
H -1.620 2.993 -3.037 0.37 -0.79 -0.16 0.198
H -2.910 1.990 -3.351 0.76 -1.02 -0.65 0.231
```
Positions in Å, forces in eV/Å.

Results
LUMO energy = 0.138 Eh
Total charge = -1
DFT total energy = -13444.0386 eV
Orbital gap = 8.4 eV
Strongest force on any atom = 4.9 eV Å⁻¹
Relative energy (zero: lowest compared OMol25 entry of this formula, charge and spin) = 166.4 kJ/mol
HOMO energy = -4.696 eV

***

Record 2
A cluster of 2 separate species, C6H9N2O2 in total. Source: the OMol25 dataset; level of theory: ωB97M-V/def2-TZVPD.

Structure (XYZ):
```
19
Properties=species:S:1:pos:R:3:forces:R:3:lowdin_spin:R:1
C 2.064 1.450 2.326 -0.19 1.04 0.02 0.040
C -1.394 1.403 1.573 0.10 0.34 -0.02 0.305
C 0.695 1.277 1.798 0.44 -0.85 0.38 0.249
C 0.313 0.498 0.625 0.31 0.62 0.27 0.300
N -0.384 1.756 2.383 -0.52 0.51 -0.01 0.011
N -0.991 0.651 0.517 -0.10 -0.07 0.02 0.045
H -2.407 1.754 1.670 -0.12 -0.13 0.16 0.012
H -1.448 0.213 -0.397 0.51 -0.65 -0.54 -0.001
H 0.897 -0.113 -0.054 -0.18 -0.15 -0.21 0.009
H 2.023 2.037 3.244 -0.09 -0.37 0.16 0.000
H 2.608 2.116 1.640 0.20 -0.52 -0.13 0.015
H 2.574 0.502 2.471 0.15 0.03 -0.13 0.010
C -0.730 -2.264 -3.091 -0.71 -1.24 0.18 0.000
C -0.452 -1.438 -1.863 0.45 0.19 0.29 0.000
O 0.506 -1.727 -1.125 -0.03 -0.05 -0.13 0.004
O -1.275 -0.487 -1.643 -0.72 0.29 -0.15 0.000
H 0.026 -3.022 -3.298 0.40 0.54 -0.12 0.000
H -1.043 -1.701 -3.968 0.20 0.10 0.11 0.000
H -1.582 -2.905 -2.808 -0.10 0.38 -0.13 0.000
```
Positions in Å, forces in eV/Å.

Results
LUMO energy (spin up / spin down) = 0.024 / -0.116 Eh
Expectation value of S² = 0.76
2S+1 = 2
DFT total energy = -13441.5892 eV
Orbital gap (spin up / spin down) = 9.5 / 5.6 eV
Strongest force on any atom = 1.4 eV Å⁻¹
Relative energy (zero: lowest compared OMol25 entry of this formula, charge and spin) = 22.8 kJ/mol
HOMO energy (spin up / spin down) = -8.831 / -8.812 eV

***

Record 3
The ion C6H9N2O2 with charge +1. Source: the OMol25 dataset; level of theory: ωB97M-V/def2-TZVPD.

Structure (XYZ):
```
19
Properties=species:S:1:pos:R:3:forces:R:3:nbo_charge:R:1
C 1.738 1.262 0.951 -0.14 -4.22 -1.36 -0.595
C 1.139 1.130 -0.459 -1.06 2.00 1.97 -0.377
C -0.387 0.649 -0.336 3.16 -2.51 -1.14 -0.408
C -1.206 1.692 -0.223 -0.68 -0.50 0.30 0.884
O -1.774 2.655 -0.100 -0.49 0.77 -0.04 -0.288
C -0.589 -0.776 -0.290 0.32 1.99 -0.19 0.470
C 0.521 -1.792 -0.445 -3.20 2.35 0.73 -0.657
N -1.780 -1.331 -0.045 -1.20 1.31 0.08 -0.422
N -2.886 -0.496 0.145 -1.42 1.46 0.08 0.256
O -3.966 -0.972 0.339 2.54 -0.35 -0.35 -0.185
H 1.341 0.467 1.626 0.60 0.79 -0.23 0.203
H 1.634 2.192 1.278 -1.08 3.81 2.00 0.215
H 2.791 1.188 0.799 0.96 -0.54 0.30 0.231
H 1.799 0.514 -0.977 0.19 -1.45 -1.45 0.231
H 1.328 2.152 -0.847 -0.99 -0.65 -0.52 0.248
H 1.463 -1.492 -0.583 3.50 1.84 0.49 0.256
H 0.420 -2.333 -1.289 -1.27 -1.96 -3.11 0.269
H 0.361 -2.430 0.331 0.24 -2.01 2.39 0.248
H -1.946 -2.278 0.125 0.04 -2.14 0.06 0.421
```
Positions in Å, forces in eV/Å.

Results
LUMO energy (spin up / spin down) = -0.214 / -0.214 Eh
Total charge = +1
DFT total energy = -13431.6055 eV
Orbital gap (spin up / spin down) = 8.7 / 8.7 eV
Structure (SMILES) = CCC(=C=O)/C(C)=[NH+]\N=O
Strongest force on any atom = 4.4 eV Å⁻¹
Relative energy (zero: lowest compared OMol25 entry of this formula, charge and spin) = 524.8 kJ/mol
HOMO energy (spin up / spin down) = -14.488 / -14.488 eV